(1)
{"formula": "C6H39NO13", "method": "wB97M-V/def2-TZVPD", "symbols": ["C", "C", "C", "N", "C", "C", "C", "O", "H", "H", "H", "H", "H", "H", "H", "H", "H", "H", "H", "H", "H", "H", "H", "H", "H", "O", "H", "H", "O", "H", "H", "O", "H", "H", "O", "H", "H", "O", "H", "H", "O", "H", "H", "O", "H", "H", "O", "H", "H", "O", "H", "H", "O", "H", "H", "O", "H", "H", "O"], "xyz": [[1.924, -1.907, -1.717], [3.466, -1.687, -1.939], [0.984, -0.803, -2.290], [-0.316, -0.780, -1.566], [-0.281, -1.115, -0.127], [-1.027, 0.536, -1.724], [-2.400, 0.292, -2.411], [-3.502, 0.512, -1.506], [1.752, -2.176, -0.691], [1.777, -2.930, -2.140], [3.674, -0.670, -2.174], [3.911, -2.081, -1.039], [3.788, -2.197, -2.884], [0.860, -0.941, -3.355], [1.644, 0.036, -2.010], [0.409, -0.448, 0.456], [0.080, -2.132, -0.078], [-1.285, -0.980, 0.251], [-0.480, 1.356, -2.147], [-1.220, 0.993, -0.767], [-2.550, 1.030, -3.209], [-2.481, -0.707, -2.845], [-3.673, -0.271, -0.957], [-1.080, 0.125, 2.887], [-0.376, 0.513, 4.106], [-0.139, 0.264, 3.203], [1.238, -1.342, 4.649], [1.742, -1.939, 3.380], [2.064, -1.666, 4.253], [2.229, 2.013, -1.258], [3.171, 2.975, -0.714], [2.475, 2.936, -1.379], [-1.431, 2.156, 1.282], [-2.956, 2.340, 0.980], [-2.322, 1.895, 1.553], [-1.757, -3.732, -2.129], [-1.325, -2.443, -2.537], [-2.200, -2.885, -2.309], [0.779, 2.022, 0.891], [0.523, 3.288, -0.014], [0.130, 2.445, 0.307], [1.293, 0.988, 2.610], [2.072, 2.231, 2.933], [2.003, 1.568, 2.235], [-3.165, -1.972, -0.883], [-3.994, -2.274, 0.428], [-3.150, -1.962, 0.085], [-2.816, 0.452, 2.118], [-2.634, -0.981, 1.351], [-2.606, -0.504, 2.220], [1.441, 4.187, -1.272], [0.079, 4.570, -1.670], [0.691, 4.778, -0.940], [0.531, -4.444, 2.212], [-0.576, -3.317, 2.108], [0.177, -3.753, 1.645], [3.833, 1.247, 0.800], [3.257, 0.437, -0.284], [3.880, 1.164, -0.165]], "forces_ev_per_a": [[0.7, -1.9, -1.6], [-1.7, -1.0, -1.2], [0.9, -1.2, 2.9], [0.4, 1.5, -0.5], [1.0, 0.6, -0.9], [-1.2, -1.5, -0.2], [-0.1, 0.9, 0.3], [-0.1, -0.1, -0.1], [0.0, 0.8, 0.6], [-0.5, 0.7, -0.3], [0.5, 1.1, 0.5], [0.9, 0.1, -0.1], [-0.1, 0.0, 1.1], [-0.1, 0.4, -0.2], [-0.7, 0.8, -0.7], [-0.4, -0.4, -0.3], [-0.4, -0.2, 0.7], [0.4, -0.2, 0.0], [0.8, -0.1, -1.0], [-0.3, -0.4, 0.5], [-0.1, -0.2, 0.1], [0.2, 0.2, 0.0], [0.4, 0.6, -0.2], [0.8, -0.5, -0.7], [0.6, 0.2, 0.2], [-1.5, -0.1, 0.6], [0.5, -0.1, -0.1], [0.3, 0.0, 0.1], [-0.7, 0.0, -0.1], [-0.4, 0.1, -0.3], [0.3, 0.2, -0.2], [0.3, 0.1, -0.3], [0.4, 0.3, -0.5], [0.3, 0.0, -0.1], [-0.7, 0.7, 0.3], [-1.0, -0.3, 0.3], [-1.5, 0.7, 0.5], [2.4, -0.4, -0.8], [0.2, 0.3, 0.0], [-0.5, -0.2, 0.3], [0.0, -0.1, 0.2], [0.3, 0.0, -0.3], [0.2, 0.1, -0.2], [-0.2, -0.2, 0.5], [0.3, -0.8, -0.2], [-0.1, -0.1, -0.2], [-0.5, 0.0, 0.3], [0.2, -0.7, -0.7], [-0.2, 1.0, 1.0], [-0.1, -0.7, 0.5], [-0.4, 0.8, 0.7], [-0.2, 0.5, 0.5], [0.4, -0.9, -1.4], [-0.2, 0.1, 0.2], [0.9, -0.7, -0.4], [-0.6, 0.6, 0.2], [0.1, 0.2, 0.0], [0.1, -0.2, -0.3], [0.1, -0.5, 0.8]], "spin_multiplicity": 1, "e_lumo_ev": 0.176, "de_lowest_kj_mol": 420.5, "energy_ev": -34961.4862}

***

(2)
{"formula": "C6H39NO13", "method": "wB97M-V/def2-TZVPD", "symbols": ["C", "C", "C", "C", "C", "C", "N", "H", "H", "H", "H", "H", "H", "H", "H", "H", "H", "H", "H", "H", "H", "H", "O", "H", "H", "O", "H", "H", "O", "H", "H", "O", "H", "H", "O", "H", "H", "O", "H", "H", "O", "H", "H", "O", "H", "H", "O", "H", "H", "O", "H", "H", "O", "H", "H", "O", "H", "H", "O"], "xyz": [[1.240, -2.508, -2.583], [0.786, -1.584, -1.432], [1.707, -1.619, -0.202], [1.853, -0.306, 0.484], [0.932, 0.552, 0.849], [1.185, 1.820, 1.583], [-0.594, -1.962, -1.121], [1.435, -3.619, -2.348], [0.591, -2.584, -3.391], [2.099, -2.355, -3.079], [0.707, -0.511, -1.747], [2.731, -1.877, -0.573], [1.474, -2.476, 0.518], [2.974, 0.010, 0.636], [-0.138, 0.240, 0.628], [0.137, 2.160, 1.842], [1.943, 1.639, 2.383], [1.722, 2.651, 1.035], [-0.728, -2.976, -1.345], [-0.894, -1.842, -0.120], [-0.684, -1.537, -3.449], [-1.622, -1.849, -4.520], [-1.014, -1.092, -4.341], [1.669, 3.349, -2.496], [2.304, 2.402, -3.350], [1.404, 2.663, -3.168], [-0.925, -1.622, 2.239], [0.152, -2.559, 1.532], [-0.106, -2.095, 2.321], [1.363, -5.176, 0.193], [-0.065, -5.051, 0.520], [0.587, -4.642, 0.163], [-2.098, 2.557, 2.937], [-2.554, 2.221, 1.431], [-2.684, 2.750, 2.210], [-0.916, 0.281, 2.858], [-2.010, 0.433, 2.008], [-1.797, -0.151, 2.691], [-0.340, 1.349, 5.047], [0.483, 0.297, 4.455], [0.055, 1.129, 4.270], [-1.581, 3.448, -0.236], [-1.833, 4.434, 0.968], [-1.183, 4.176, 0.298], [-2.177, -0.976, -2.103], [-3.664, -0.853, -2.808], [-2.986, -0.473, -2.214], [1.142, -1.826, 3.667], [2.488, -1.078, 3.781], [1.532, -1.176, 4.076], [-0.052, 1.701, -2.513], [-0.644, 0.665, -3.422], [-0.543, 0.969, -2.605], [0.306, 4.089, -0.500], [1.655, 3.369, -0.398], [1.278, 4.075, -0.831], [-2.654, 0.583, -0.336], [-1.387, 1.160, -0.541], [-2.064, 1.202, 0.152]], "forces_ev_per_a": [[-1.0, -2.6, 2.7], [0.1, 0.1, 0.0], [1.2, -1.3, -0.2], [3.1, 0.5, 0.2], [-1.3, -0.7, -0.8], [0.0, 1.0, 0.0], [-1.6, -1.4, 0.4], [-0.8, 1.4, 0.7], [-1.7, 0.0, -1.2], [3.5, 1.8, -1.3], [0.5, -1.1, -0.1], [-0.7, 0.1, 0.2], [0.3, 1.2, -1.2], [-2.1, -0.6, 0.0], [1.5, 0.6, 0.5], [1.7, 0.3, 0.5], [-1.4, 0.1, 0.0], [-0.9, -1.0, 0.3], [0.2, 1.1, 0.6], [0.6, 0.0, -1.5], [-0.6, 2.0, -2.3], [0.2, 1.1, -0.7], [0.2, -3.1, 2.6], [-1.4, -0.2, -0.3], [0.3, -0.9, -0.8], [1.2, 1.4, 0.9], [-1.0, 0.7, -0.2], [-0.3, -0.2, -0.3], [1.0, -1.3, 0.6], [0.7, -0.7, 0.1], [-6.6, -4.5, 3.8], [5.9, 5.0, -3.8], [0.4, -0.5, -0.1], [0.6, -0.6, -0.2], [-1.2, 1.6, 0.8], [-0.7, -0.8, 0.9], [-1.5, 1.1, -2.2], [1.8, -0.5, 1.4], [-2.0, 1.2, 3.4], [0.8, -0.9, -0.2], [1.4, -0.1, -3.0], [0.0, 0.9, 0.9], [0.1, -0.4, -0.1], [-0.3, -0.6, -1.0], [0.2, -0.7, -0.3], [1.2, 0.0, 0.6], [-1.6, 0.8, 0.2], [-3.4, -5.6, -4.1], [-2.1, -0.4, 0.5], [5.7, 6.2, 4.0], [3.2, 4.0, -0.5], [-0.6, -1.5, -5.5], [-2.8, -2.3, 6.2], [2.1, 0.4, -0.4], [1.2, -2.3, 1.4], [-2.9, 2.5, -1.2], [-0.5, 0.3, 0.5], [0.6, 0.5, -0.1], [-0.5, -1.1, -1.6]], "spin_multiplicity": 1, "e_lumo_ev": 0.089, "de_lowest_kj_mol": 627.4, "energy_ev": -34959.3419}

***

(3)
{"formula": "C6H39NO13", "method": "wB97M-V/def2-TZVPD", "symbols": ["C", "N", "C", "C", "C", "C", "C", "O", "H", "H", "H", "H", "H", "H", "H", "H", "H", "H", "H", "H", "H", "H", "H", "H", "H", "O", "H", "H", "O", "H", "H", "O", "H", "H", "O", "H", "H", "O", "H", "H", "O", "H", "H", "O", "H", "H", "O", "H", "H", "O", "H", "H", "O", "H", "H", "O", "H", "H", "O"], "xyz": [[-1.844, -1.145, 1.909], [-0.886, -0.335, 1.169], [-0.166, 0.816, 1.728], [1.122, 1.152, 0.987], [0.720, 1.738, -0.458], [2.086, 2.124, 1.633], [-1.049, 2.117, 1.815], [-2.347, 1.642, 2.091], [-1.441, -1.253, 2.973], [-1.892, -2.158, 1.703], [-2.849, -0.708, 1.914], [-1.170, 0.065, 0.223], [0.261, 0.643, 2.770], [1.668, 0.158, 0.805], [0.078, 1.110, -0.906], [0.039, 2.549, -0.338], [1.629, 2.111, -0.790], [1.638, 3.121, 1.859], [3.020, 2.411, 1.005], [2.387, 1.737, 2.673], [-1.074, 2.767, 0.852], [-0.779, 2.799, 2.671], [-2.828, 2.369, 2.355], [-3.300, 0.607, -1.186], [-3.655, -0.700, -1.876], [-2.980, -0.142, -1.687], [1.543, 4.222, -3.266], [0.898, 2.755, -2.974], [0.755, 3.671, -3.355], [1.183, -2.128, 3.363], [0.977, -1.244, 4.540], [0.529, -1.615, 3.836], [2.207, -1.979, -2.870], [1.363, -1.509, -1.743], [1.262, -1.662, -2.676], [0.353, -2.514, -0.449], [0.593, -1.708, 0.725], [1.088, -2.272, 0.168], [2.459, -2.886, -0.707], [3.361, -4.020, -1.371], [3.087, -3.144, -1.354], [3.059, -1.105, 0.474], [4.020, -2.204, 0.390], [3.679, -1.616, 1.019], [-0.125, -2.567, -2.200], [-1.474, -1.911, -1.839], [-0.889, -2.710, -1.680], [-2.838, 2.562, -0.813], [-2.831, 1.607, 0.516], [-3.386, 1.954, -0.266], [-1.740, 3.562, -2.522], [-2.991, 3.060, -3.193], [-2.708, 3.582, -2.382], [-1.450, -0.060, -2.812], [-0.073, -0.360, -3.483], [-0.584, 0.293, -2.852], [1.259, -3.107, 1.822], [2.780, -2.696, 1.927], [2.083, -3.213, 2.376]], "forces_ev_per_a": [[0.3, 2.4, 2.8], [1.3, 1.2, -2.3], [0.8, 1.2, 2.6], [0.0, -0.6, -3.1], [0.9, 0.7, 4.6], [1.1, 0.9, 1.7], [0.5, 0.7, 0.1], [1.1, -2.3, -0.5], [-0.7, 0.8, -1.2], [0.1, -2.0, -1.7], [0.2, -0.2, 0.1], [-0.3, -1.7, 1.5], [-1.4, -0.4, -0.9], [-0.7, 1.4, 0.3], [-0.9, -2.8, -2.7], [0.2, 1.2, 0.3], [1.4, 0.2, -2.0], [-0.1, -0.7, -0.3], [-1.5, -1.0, 1.0], [0.0, 0.5, -1.5], [0.0, -1.1, 1.7], [0.3, -0.7, -0.9], [-2.1, 2.4, 1.0], [-0.5, 1.2, 0.8], [-3.3, -2.5, -0.8], [3.7, 0.7, -0.3], [-0.1, -0.6, 0.2], [0.2, 1.7, -0.6], [-0.3, -1.3, 0.5], [0.8, -0.8, -0.3], [1.4, 1.2, 2.4], [-2.1, -0.3, -1.5], [-2.0, 0.3, 0.1], [-0.2, 0.6, 0.9], [2.8, -0.6, -1.6], [-0.1, -0.3, 0.2], [-1.2, 2.1, 1.5], [0.0, -1.3, -2.1], [-1.2, -0.6, 1.4], [0.3, -2.4, 0.5], [1.3, 2.5, -1.8], [0.1, 0.0, 0.5], [1.2, -1.5, -1.5], [-0.5, 1.9, 0.9], [1.3, 0.3, -1.6], [1.0, -1.3, 0.5], [-2.9, 0.7, 1.1], [-0.6, -0.3, 0.2], [-1.2, 0.8, -1.1], [1.1, -0.3, 0.8], [-0.3, 0.3, 0.1], [0.2, 0.9, 1.5], [0.5, -1.1, -1.8], [-1.8, -0.2, 0.2], [-1.3, 2.0, 2.0], [3.0, -1.2, -2.4], [1.8, -0.5, 0.5], [-0.4, 0.0, 0.0], [-1.3, -0.4, 0.1]], "spin_multiplicity": 1, "e_lumo_ev": 0.270, "de_lowest_kj_mol": 501.0, "energy_ev": -34960.6519}

***

(4)
{"formula": "C6H39NO14", "method": "wB97M-V/def2-TZVPD", "symbols": ["C", "C", "C", "C", "C", "N", "C", "O", "H", "H", "H", "H", "H", "H", "H", "H", "H", "H", "H", "H", "H", "H", "H", "O", "H", "H", "O", "H", "H", "O", "H", "H", "O", "H", "H", "O", "H", "H", "O", "H", "H", "O", "H", "H", "O", "H", "H", "O", "H", "H", "O", "H", "H", "O", "H", "H", "O", "H", "H", "O"], "xyz": [[-0.727, 1.478, 0.842], [0.173, 0.155, 0.655], [-0.151, -0.747, -0.506], [-1.606, -1.116, -0.677], [-1.886, -1.665, -1.843], [1.597, 0.559, 0.586], [2.489, -0.215, 1.442], [3.140, 0.535, 2.411], [-0.483, 2.085, 1.762], [-0.492, 2.058, 0.043], [-1.844, 1.088, 0.987], [0.057, -0.458, 1.606], [0.245, -0.626, -1.560], [0.317, -1.795, -0.165], [-2.372, -1.094, 0.113], [-1.184, -2.190, -2.573], [-3.044, -2.062, -1.958], [1.816, 1.534, 0.588], [1.992, -1.075, 2.077], [3.322, -0.528, 0.699], [3.170, 1.460, 1.959], [0.838, -2.420, -4.016], [1.168, -2.415, -2.376], [0.972, -2.972, -3.201], [-2.570, -2.737, 2.355], [-2.921, -1.164, 2.432], [-2.526, -1.893, 2.941], [2.071, -1.876, 0.022], [2.330, -3.331, -0.620], [2.306, -2.476, -0.702], [-2.166, 1.360, -1.480], [-2.837, 1.348, -2.895], [-2.703, 1.821, -2.033], [3.515, 2.560, -0.863], [3.259, 3.955, -0.726], [3.822, 3.224, -0.338], [-3.855, 2.823, 0.258], [-2.542, 3.545, -0.005], [-2.876, 2.840, 0.573], [-2.835, 2.861, 2.931], [-2.780, 1.848, 4.042], [-3.221, 2.111, 3.293], [-0.549, -0.632, 3.607], [0.685, 0.051, 4.407], [-0.263, 0.032, 4.314], [0.331, -4.133, 0.838], [1.025, -3.147, 1.688], [1.187, -3.884, 1.258], [0.143, 3.249, -3.454], [0.006, 2.211, -4.617], [-0.094, 3.017, -4.282], [2.258, -0.404, -3.413], [1.033, 0.669, -3.074], [1.409, -0.138, -3.628], [-3.626, 0.098, 1.305], [-4.263, -0.730, 2.507], [-4.249, -0.628, 1.449], [3.122, -1.409, -1.887], [4.252, -0.521, -2.081], [3.406, -0.503, -2.310]], "forces_ev_per_a": [[-1.1, -4.6, 3.3], [0.3, 2.5, 1.8], [0.0, -3.3, 0.6], [0.7, 0.0, -0.3], [-4.0, -3.3, -1.2], [-0.9, -2.1, 0.8], [1.3, -1.0, -1.2], [-0.1, 3.4, -0.6], [0.0, -1.1, -0.7], [-0.2, 1.9, -2.7], [2.8, 1.3, -0.8], [-0.1, 0.7, -1.1], [0.0, 0.7, 1.6], [-1.0, 2.2, -0.9], [0.5, 0.4, -0.5], [-0.7, 1.6, 0.9], [3.0, 1.0, 0.1], [-0.2, 0.5, 0.2], [0.6, 1.3, -1.9], [-1.1, -0.6, 1.4], [0.5, -2.1, 1.7], [0.4, -0.2, 1.8], [-0.4, -0.8, -2.3], [0.1, 0.8, 0.5], [-0.1, 2.5, 1.4], [0.8, -1.1, -0.3], [0.7, -2.1, -0.8], [0.3, -1.4, -0.1], [-0.1, -7.2, 1.9], [0.6, 8.5, -2.4], [2.3, -2.5, 2.2], [0.5, 0.4, 1.5], [-2.9, 2.1, -3.8], [-0.9, -3.7, -2.3], [1.2, -0.7, 1.0], [-0.3, 4.2, 1.3], [2.4, -0.1, 0.9], [0.1, -0.3, 0.1], [-3.3, 1.2, -1.1], [1.2, 2.0, -1.0], [1.8, -0.7, 2.7], [-3.0, -1.5, -1.7], [0.8, 1.2, 1.6], [0.5, -0.3, -0.3], [-1.4, -1.0, -1.3], [1.0, 0.2, 0.5], [-1.3, 5.7, 3.5], [0.0, -6.2, -3.7], [1.3, 0.1, 4.0], [1.1, -5.2, -1.2], [-2.4, 5.1, -2.8], [2.8, 0.1, 1.2], [2.1, -2.8, -1.6], [-5.9, 3.3, -0.4], [-0.4, 0.5, 0.0], [-0.9, 0.7, -3.5], [-0.1, -0.1, 3.3], [0.1, 2.0, -0.8], [6.1, 0.4, 1.2], [-5.0, -2.7, 0.4]], "spin_multiplicity": 1, "e_lumo_ev": -0.197, "de_lowest_kj_mol": 1036.3, "energy_ev": -37002.8555}

***

Orbital gap readings, ordered: 8.90; 9.26; 9.31; 9.18 eV
Highest occupied orbital energy readings, ordered: -8.727; -9.167; -9.045; -9.381 eV